(1)
{"formula": "C33H40EuN4P2Te", "method": "ωB97M-V with the def2-TZVPD basis set", "elements": ["Eu", "C", "C", "C", "C", "C", "C", "C", "C", "C", "H", "H", "H", "H", "H", "H", "H", "H", "H", "H", "H", "H", "H", "H", "H", "P", "P", "N", "N", "N", "N", "C", "C", "C", "C", "C", "C", "C", "C", "C", "C", "C", "C", "C", "C", "C", "C", "C", "C", "H", "H", "H", "H", "H", "H", "H", "H", "H", "H", "H", "H", "H", "H", "H", "H", "H", "H", "H", "H", "Te", "C", "C", "C", "C", "C", "C", "H", "H", "H", "H", "H"], "xyz": [[-0.643, -2.436, -4.784], [-0.882, 2.278, -0.616], [-1.311, 1.418, -1.607], [-0.924, 1.563, -3.024], [0.350, 0.740, -3.195], [1.701, 1.297, -2.717], [1.875, 2.406, -1.980], [0.927, 3.550, -1.919], [0.020, 3.487, -0.722], [0.978, -2.173, -0.293], [-1.089, 1.973, 0.460], [-2.250, 0.871, -1.387], [-0.826, 2.566, -3.521], [-1.722, 1.014, -3.563], [0.168, -0.222, -2.646], [0.485, 0.502, -4.259], [2.543, 0.589, -2.955], [2.805, 2.572, -1.434], [0.337, 3.661, -2.824], [1.523, 4.468, -1.824], [0.640, 3.525, 0.188], [-0.577, 4.427, -0.654], [1.548, -2.427, 0.573], [1.381, -1.287, -0.783], [0.791, -3.048, -0.912], [1.371, -1.371, -7.399], [-2.010, -0.885, -7.224], [2.709, -0.192, -7.538], [2.120, -2.559, -8.554], [-2.118, 0.925, -7.322], [-3.615, -1.226, -7.873], [0.372, -0.515, -8.680], [-1.076, -1.043, -8.788], [3.479, 0.318, -6.491], [4.471, 1.138, -7.041], [4.295, 1.130, -8.463], [3.181, 0.351, -8.735], [2.357, -3.886, -8.189], [2.769, -4.591, -9.323], [2.786, -3.667, -10.422], [2.375, -2.437, -9.920], [-1.904, 1.717, -6.197], [-1.861, 3.054, -6.586], [-2.064, 3.082, -8.002], [-2.166, 1.768, -8.429], [-4.349, -0.483, -8.802], [-5.458, -1.226, -9.181], [-5.379, -2.493, -8.501], [-4.216, -2.489, -7.739], [0.783, -0.653, -9.699], [0.377, 0.571, -8.436], [-1.615, -0.492, -9.578], [-1.129, -2.121, -9.047], [3.237, 0.074, -5.467], [5.230, 1.682, -6.500], [4.898, 1.614, -9.215], [2.669, 0.194, -9.669], [2.225, -4.193, -7.163], [3.011, -5.637, -9.372], [3.052, -3.861, -11.448], [2.240, -1.517, -10.464], [-1.820, 1.246, -5.238], [-1.690, 3.899, -5.937], [-2.148, 3.951, -8.634], [-2.256, 1.381, -9.435], [-4.033, 0.492, -9.116], [-6.221, -0.886, -9.853], [-6.093, -3.291, -8.574], [-3.753, -3.246, -7.125], [-0.961, -1.673, 0.389], [-0.705, -1.078, 2.339], [-0.717, -2.041, 3.370], [-0.193, -1.678, 4.616], [0.268, -0.364, 4.811], [0.182, 0.620, 3.814], [-0.326, 0.259, 2.563], [-1.092, -3.037, 3.129], [-0.150, -2.418, 5.417], [0.698, -0.090, 5.769], [0.498, 1.654, 3.981], [-0.391, 0.954, 1.732]], "forces_ev_per_angstrom": [[-0.005, 0.393, -0.497], [-0.392, -2.007, 0.020], [-0.898, 3.780, 2.687], [-0.298, -0.653, -1.234], [0.999, 0.008, -0.687], [-0.231, -0.674, 0.510], [0.552, -0.801, -0.990], [-0.018, 0.667, 0.125], [-0.450, 0.201, 1.036], [-0.387, 0.527, 0.139], [-0.447, 0.736, -1.640], [1.233, -0.406, 0.012], [-0.403, -1.024, 0.797], [0.478, 0.320, 0.091], [0.350, 0.487, -0.337], [-0.119, -0.205, -0.172], [-0.767, 0.747, 0.778], [0.115, -0.119, -0.450], [0.316, 0.049, 0.030], [-0.076, -0.130, -0.124], [-0.069, -0.086, -0.150], [0.076, -0.640, -0.127], [0.589, -0.288, 0.409], [0.183, -0.408, -0.205], [0.402, 0.180, -0.190], [1.562, 0.347, -2.223], [-0.266, 1.000, -0.641], [-0.169, 0.359, 0.423], [-0.459, -0.462, 0.421], [0.353, 0.026, 0.381], [-0.082, -0.560, -0.285], [-1.186, 0.199, -0.458], [0.200, -0.356, -0.116], [0.641, 0.456, -1.212], [-0.891, -0.844, 0.123], [-1.037, -0.631, 0.388], [0.756, 0.319, 0.859], [0.368, 0.075, -1.528], [-0.391, 1.105, 0.663], [-0.490, 0.669, 1.257], [0.209, -1.154, 0.048], [-0.220, 0.747, -1.202], [-0.213, -1.172, -0.033], [0.155, -0.979, 0.258], [-0.058, 0.514, 0.555], [-0.706, -1.184, 0.335], [1.241, -0.100, 0.872], [1.041, 0.702, 0.200], [-0.835, 1.096, -0.601], [0.047, 0.231, 0.866], [-0.118, -0.673, -0.131], [0.212, -0.317, 0.324], [0.250, 0.558, 0.006], [0.116, -0.018, -0.108], [-0.091, -0.100, 0.052], [-0.051, 0.143, 0.122], [0.281, -0.024, 0.193], [-0.015, -0.062, -0.086], [0.066, -0.103, 0.097], [-0.002, -0.032, 0.053], [0.118, -0.242, 0.111], [0.035, 0.083, -0.175], [-0.103, -0.037, -0.006], [0.163, 0.026, -0.031], [-0.040, 0.177, 0.224], [-0.158, 0.048, 0.157], [-0.159, -0.013, -0.129], [-0.029, -0.207, 0.005], [-0.128, 0.081, 0.018], [-1.623, -0.506, -0.993], [0.605, 0.234, 0.843], [0.448, 0.868, -0.238], [-0.262, 0.298, -0.364], [-0.054, 0.058, -0.028], [-0.369, -0.410, -0.131], [0.204, -0.784, 0.471], [0.253, 0.216, 0.285], [0.041, 0.333, -0.165], [-0.072, -0.080, -0.052], [-0.031, -0.451, 0.131], [0.206, -0.115, 0.364]], "lowdin_spin": [6.022, 0.001, 0.001, 0.011, 0.047, 0.003, 0.003, 0.001, 0.000, 0.013, 0.000, 0.000, 0.000, 0.013, 0.028, 0.032, 0.001, 0.000, 0.000, 0.000, 0.000, 0.000, 0.000, 0.000, 0.016, 0.163, 0.264, 0.010, 0.022, 0.039, 0.016, 0.023, 0.040, 0.004, 0.000, 0.001, 0.001, 0.015, 0.000, 0.004, 0.002, 0.022, 0.000, 0.006, 0.003, 0.002, 0.002, 0.001, 0.020, 0.002, 0.003, 0.002, 0.015, 0.003, 0.000, 0.000, 0.000, 0.013, 0.000, 0.001, 0.000, 0.015, 0.000, 0.001, 0.000, 0.000, 0.000, 0.000, 0.025, 0.063, 0.003, 0.000, 0.000, 0.000, 0.000, 0.000, 0.000, 0.000, 0.000, 0.000, 0.000], "spin_multiplicity": 8, "s_squared": 15.759, "lumo_energy_ev": [0.0, -0.9], "total_charge": 0}

---

(2)
{"formula": "C27H26N4NaO5STe", "method": "ωB97M-V with the def2-TZVPD basis set", "elements": ["Na", "C", "N", "C", "C", "C", "C", "C", "C", "N", "C", "C", "C", "C", "C", "C", "N", "C", "C", "C", "C", "C", "N", "H", "H", "H", "H", "H", "H", "H", "H", "H", "H", "H", "H", "H", "H", "H", "H", "H", "H", "O", "S", "O", "O", "O", "O", "C", "C", "Te", "C", "C", "C", "C", "C", "C", "C", "H", "H", "H", "H", "H", "H", "H", "H"], "xyz": [[-0.096, -0.521, 0.750], [-0.518, 2.376, 1.781], [-1.056, 1.770, 0.547], [-2.459, 1.347, 0.643], [-2.713, -0.089, 0.206], [-3.657, -0.867, 0.855], [-3.758, -2.211, 0.529], [-2.908, -2.736, -0.423], [-2.013, -1.879, -1.044], [-1.923, -0.581, -0.755], [-0.820, 2.480, -0.721], [0.518, 3.167, -0.821], [0.619, 4.547, -0.661], [1.865, 5.146, -0.733], [2.975, 4.347, -0.957], [2.777, 2.983, -1.115], [1.582, 2.407, -1.063], [0.225, 1.311, 2.565], [-0.366, 0.614, 3.605], [0.284, -0.504, 4.117], [1.509, -0.865, 3.595], [2.046, -0.080, 2.582], [1.425, 0.981, 2.068], [-1.318, 2.815, 2.389], [0.186, 3.166, 1.531], [-3.096, 2.036, 0.070], [-2.774, 1.421, 1.686], [-4.263, -0.439, 1.645], [-4.451, -2.850, 1.061], [-2.869, -3.793, -0.638], [-1.299, -2.260, -1.763], [-1.604, 3.236, -0.886], [-0.895, 1.735, -1.516], [-0.272, 5.133, -0.474], [1.969, 6.217, -0.611], [3.971, 4.765, -1.010], [3.615, 2.316, -1.290], [-1.348, 0.900, 3.963], [-0.191, -1.116, 4.872], [1.999, -1.783, 3.886], [2.990, -0.344, 2.119], [-0.187, -4.237, 0.379], [0.384, -3.228, 1.276], [1.182, -3.800, 2.360], [1.247, -2.262, 0.468], [-0.706, -2.343, 1.830], [0.168, -2.440, -4.210], [0.308, -1.329, -4.314], [2.878, -2.693, -1.999], [2.381, -0.699, -1.439], [3.432, -0.165, -3.252], [4.235, -1.382, -3.648], [5.243, -1.307, -4.608], [5.975, -2.429, -4.966], [5.701, -3.649, -4.360], [4.700, -3.733, -3.405], [3.960, -2.611, -3.038], [1.983, -3.181, -2.384], [3.173, -3.230, -1.102], [4.085, 0.696, -3.105], [2.714, 0.094, -4.033], [5.457, -0.352, -5.075], [6.760, -2.352, -5.709], [6.271, -4.530, -4.628], [4.487, -4.681, -2.924]], "forces_ev_per_angstrom": [[0.357, -0.202, -0.247], [-0.075, -0.099, 0.023], [-0.076, 0.188, -0.088], [0.083, -0.103, 0.122], [0.101, -0.026, -0.041], [-0.046, 0.017, 0.010], [0.012, 0.006, -0.011], [0.007, -0.016, -0.012], [-0.033, 0.042, 0.001], [-0.150, 0.050, -0.049], [-0.026, 0.012, 0.059], [-0.012, 0.024, 0.000], [0.006, -0.021, -0.008], [0.018, -0.010, -0.005], [-0.012, 0.015, 0.005], [0.001, 0.004, -0.005], [0.009, 0.000, 0.014], [-0.009, 0.109, 0.085], [-0.035, -0.014, 0.012], [-0.002, 0.033, -0.001], [0.031, -0.008, -0.001], [-0.014, 0.075, 0.018], [0.025, 0.059, 0.105], [-0.001, 0.022, -0.003], [0.011, -0.014, -0.022], [-0.026, -0.012, -0.018], [-0.020, 0.031, -0.013], [0.010, -0.006, 0.006], [0.001, -0.003, 0.001], [0.000, 0.002, 0.006], [0.003, 0.002, 0.012], [-0.011, 0.011, 0.012], [-0.016, 0.015, -0.011], [0.003, 0.003, 0.000], [0.000, -0.001, 0.003], [-0.001, -0.001, 0.000], [-0.002, 0.018, 0.007], [0.004, 0.005, 0.006], [0.001, -0.010, -0.007], [-0.012, -0.009, -0.008], [-0.005, -0.021, 0.001], [-0.023, -0.055, -0.046], [-0.067, 0.617, -0.132], [0.027, -0.036, 0.066], [0.078, -0.271, 0.066], [-0.077, -0.248, 0.106], [-0.024, -0.132, 0.005], [0.030, 0.145, -0.010], [-0.001, 0.015, -0.001], [-0.066, -0.198, 0.042], [0.008, -0.058, -0.086], [-0.021, 0.017, 0.014], [0.008, -0.012, -0.013], [-0.008, 0.010, 0.003], [-0.004, -0.001, 0.004], [0.004, -0.005, -0.018], [0.012, 0.050, -0.003], [-0.012, -0.012, 0.022], [0.030, 0.006, -0.002], [-0.001, -0.008, 0.029], [0.011, 0.005, -0.007], [0.000, 0.001, 0.001], [-0.001, 0.002, 0.000], [0.000, 0.001, 0.002], [-0.001, 0.003, -0.003]], "nbo_charge": [0.857, -0.250, -0.455, -0.248, 0.179, -0.249, -0.143, -0.214, 0.081, -0.496, -0.249, 0.212, -0.260, -0.175, -0.266, 0.063, -0.407, 0.157, -0.272, -0.125, -0.225, 0.060, -0.475, 0.178, 0.223, 0.189, 0.204, 0.203, 0.210, 0.240, 0.212, 0.159, 0.250, 0.211, 0.210, 0.215, 0.200, 0.206, 0.221, 0.258, 0.213, -1.066, 2.582, -1.060, -1.183, -1.157, -0.507, 0.501, -0.701, 0.563, -0.711, -0.068, -0.203, -0.233, -0.224, -0.232, 0.070, 0.234, 0.258, 0.209, 0.218, 0.198, 0.200, 0.202, 0.211], "lumo_energy_ev": 1.8, "total_charge": -1}

---

(3)
{"formula": "C2H9NO2Si2", "method": "ωB97M-V with the def2-TZVPD basis set", "elements": ["C", "C", "N", "O", "Si", "O", "Si", "H", "H", "H", "H", "H", "H", "H", "H", "H"], "xyz": [[-1.936, -1.953, 0.108], [-0.611, -1.663, 0.315], [0.099, -0.666, -0.370], [-0.537, 0.506, -0.815], [-1.148, 1.830, 0.024], [1.272, -0.379, 0.440], [2.613, 0.364, -0.221], [-2.311, -2.858, 0.630], [-2.431, -1.472, -0.714], [0.017, -2.261, 0.916], [-1.796, 2.567, -1.009], [0.012, 2.691, 0.373], [-2.001, 1.673, 1.169], [3.422, 0.596, 1.038], [2.310, 1.655, -0.811], [3.027, -0.629, -1.073]], "forces_ev_per_angstrom": [[2.729, -0.571, 0.689], [-3.322, 0.560, -1.023], [1.857, 0.191, -0.197], [-0.206, -1.261, 0.536], [1.539, 0.352, 0.065], [-1.851, 0.542, 0.324], [-0.787, 0.912, 2.172], [0.011, 0.945, -0.630], [-0.603, 0.195, 0.147], [0.581, -0.322, 0.695], [-0.686, 0.250, -0.762], [-0.057, -0.186, 0.282], [-0.398, -0.452, 0.553], [-0.136, -0.206, -0.727], [-0.013, 0.331, -0.380], [1.342, -1.281, -1.743]], "nbo_charge": [-0.484, -0.032, 0.115, -0.710, 1.181, -0.759, 1.221, 0.219, 0.214, 0.221, -0.194, -0.210, -0.190, -0.180, -0.198, -0.212], "lumo_energy_ev": 0.9, "smiles": "C=CN(O[SiH3])O[SiH3]", "total_charge": 0}

---

(4)
{"formula": "C14H21F5IInOP2", "method": "ωB97M-V with the def2-TZVPD basis set", "elements": ["C", "I", "H", "H", "H", "In", "P", "C", "C", "H", "H", "H", "H", "H", "H", "C", "H", "H", "H", "P", "C", "C", "H", "H", "H", "C", "H", "H", "H", "H", "H", "H", "C", "O", "F", "C", "C", "C", "F", "C", "F", "C", "F", "C", "F"], "xyz": [[-0.534, 0.328, -2.980], [1.382, 0.393, 1.866], [0.364, 0.426, -3.613], [-1.199, 1.191, -3.048], [-1.052, -0.620, -3.117], [0.768, 0.435, -1.226], [0.488, 2.829, -0.895], [-0.946, 3.541, -0.131], [1.922, 3.301, 0.050], [2.125, 4.331, -0.254], [0.890, 4.529, -2.407], [2.780, 2.660, -0.178], [1.504, 2.972, -3.054], [-1.052, 3.188, 0.898], [1.696, 3.243, 1.120], [0.671, 3.469, -2.544], [-0.785, 4.625, -0.133], [-0.248, 3.335, -3.123], [-1.863, 3.297, -0.677], [0.486, -2.217, -0.870], [-0.998, -2.919, -0.148], [0.650, -2.857, -2.507], [2.780, -2.005, -0.158], [2.108, -3.689, -0.216], [1.726, -2.582, 1.110], [1.930, -2.650, 0.050], [1.459, -2.350, -3.041], [0.907, -3.907, -2.345], [-0.815, -4.005, -0.087], [-1.923, -2.626, -0.683], [-0.285, -2.770, -3.067], [-1.156, -2.552, 0.932], [-1.697, 0.138, -0.095], [-2.879, 0.238, 0.034], [0.367, -3.499, 2.027], [0.074, -2.137, 2.227], [-0.631, -0.717, 1.185], [-1.228, 0.193, 2.044], [-1.689, 1.596, 1.858], [-1.578, -0.027, 3.430], [-2.253, 0.925, 4.119], [-1.013, -1.023, 4.108], [-1.263, -1.074, 5.474], [-0.184, -1.984, 3.608], [0.193, -2.974, 4.456]], "forces_ev_per_angstrom": [[1.267, 0.215, 0.120], [0.284, -0.006, -0.641], [-0.953, -0.055, -1.052], [0.177, -0.161, -0.187], [0.157, 0.178, -0.108], [-3.019, -1.943, -0.646], [0.704, -0.346, 0.374], [-0.501, 0.187, 0.262], [0.255, 0.846, 0.110], [0.397, 0.054, 0.433], [-0.014, 0.100, -0.423], [-0.092, 0.257, 0.003], [-0.136, 0.214, 0.017], [0.166, 0.297, -0.366], [0.143, 0.228, -0.275], [0.073, 0.345, -0.209], [-0.141, -0.030, -0.014], [0.186, 0.067, 0.066], [0.174, 0.082, 0.016], [0.269, 2.805, -0.187], [-1.067, -0.358, 1.381], [0.080, -0.687, -0.360], [0.006, -0.183, -0.353], [0.609, -0.232, 0.358], [0.648, -0.026, -0.347], [0.454, -0.780, 0.164], [-0.109, -0.159, 0.027], [-0.029, -0.132, -0.553], [-0.556, 0.218, -0.379], [0.626, -0.472, -0.134], [0.225, -0.074, 0.076], [-0.282, -1.364, -2.811], [-5.928, 2.362, -2.976], [4.939, -1.368, -0.567], [-0.446, 2.664, -0.124], [-1.822, 0.072, 3.801], [3.831, -1.548, 2.644], [-2.723, 3.348, 6.492], [1.747, -3.861, -0.487], [-1.168, 2.826, -1.657], [0.873, -1.410, -1.082], [-0.787, -0.323, 5.127], [0.555, 0.042, -2.962], [1.343, -3.313, -1.519], [-0.419, 1.425, -1.049]], "nbo_charge": [-1.178, 0.384, 0.216, 0.233, 0.232, 1.128, 1.014, -0.973, -0.977, 0.271, 0.272, 0.253, 0.265, 0.286, 0.268, -0.967, 0.280, 0.285, 0.284, 1.112, -0.963, -0.983, 0.262, 0.268, 0.262, -0.986, 0.268, 0.265, 0.283, 0.285, 0.282, 0.255, 0.470, -0.462, -0.314, 0.371, -0.374, 0.268, -0.318, 0.267, -0.238, 0.420, -0.241, 0.214, -0.247], "lumo_energy_ev": -9.3, "total_charge": 2}

---

Calculated maximum force in order - 4.7; 0.6; 3.5; 7.8 eV/A